Entry 1:
{"formula": "C40H42N10O2Sc", "method": "ωB97M-V/def2-TZVPD", "homo_energy_ev": -10.57, "de_lowest_kcal_mol": 83.9, "charge": 1, "multiplicity": 1, "total_energy_ha": -3008.10914, "elements": ["C", "H", "H", "N", "H", "C", "H", "H", "H", "C", "C", "C", "H", "C", "C", "N", "C", "C", "C", "H", "H", "C", "N", "H", "H", "H", "C", "H", "C", "C", "Sc", "C", "C", "H", "H", "O", "C", "H", "H", "H", "N", "H", "H", "H", "C", "N", "H", "H", "H", "H", "C", "H", "C", "H", "C", "C", "C", "H", "H", "C", "H", "C", "H", "H", "C", "H", "N", "O", "C", "C", "N", "H", "H", "C", "C", "C", "H", "C", "C", "C", "H", "H", "C", "H", "C", "H", "N", "H", "N", "H", "C", "C", "C", "C", "N"], "xyz": [[-4.411, -3.622, -1.621], [-1.296, -1.062, -2.483], [-5.304, 3.452, -1.331], [-1.950, -1.566, 0.000], [-3.476, 3.991, 1.854], [3.824, -1.481, -1.433], [3.437, 2.715, 0.551], [-2.329, -1.898, 2.097], [-3.024, 0.589, 0.883], [-3.232, 3.018, -2.090], [0.816, -0.869, 3.186], [2.034, -0.125, -0.472], [1.765, 3.673, 3.429], [-2.525, 1.705, -2.057], [2.500, -1.308, -1.069], [-7.765, -3.339, -0.718], [2.984, 0.863, -0.239], [-2.892, 1.461, 0.238], [-8.439, -0.927, -1.028], [6.014, 6.632, 1.733], [-1.673, 2.321, 1.900], [5.090, 6.102, 1.547], [-2.323, 1.013, -1.010], [-2.275, 5.020, -2.133], [-9.459, -1.042, -0.692], [5.146, 2.713, -0.812], [-0.833, 2.937, 0.035], [0.974, 3.281, -1.934], [-3.574, -2.956, 0.645], [2.854, 3.650, 3.388], [-0.007, -0.161, 0.266], [0.110, 3.931, -2.067], [1.459, 2.720, 0.479], [-0.892, 0.255, 2.928], [0.593, -0.973, 4.248], [0.439, -1.884, 1.125], [-4.110, 2.407, 0.264], [1.813, -2.137, -1.223], [3.239, 3.936, 4.365], [-4.297, -3.559, 1.165], [-5.743, -3.144, -1.414], [-4.705, -0.524, -2.237], [-2.887, -1.474, -3.092], [4.804, 6.942, -0.411], [-2.005, 2.591, 0.896], [-6.686, -3.979, -0.912], [-3.559, 3.266, -3.098], [-2.036, 1.370, -2.970], [0.462, 1.128, 2.727], [5.782, -0.595, -1.422], [-3.407, 4.384, -0.362], [2.694, 5.697, -0.805], [0.520, -2.151, 2.402], [1.877, -0.641, 3.064], [-2.611, -2.109, 1.080], [-5.730, -0.648, -1.915], [-2.487, -2.101, -1.075], [-5.012, 2.013, 0.722], [-4.085, -3.445, -2.646], [-7.938, 0.284, -1.437], [-3.748, 5.403, -0.212], [-2.064, -1.836, -2.474], [-8.574, 1.158, -1.430], [5.397, 2.043, 0.799], [-3.234, 3.521, 0.905], [4.157, -2.401, -1.893], [0.048, 0.220, 2.538], [0.357, -3.229, 2.914], [-6.599, 0.416, -1.872], [-6.254, -1.881, -1.511], [1.512, 4.033, 0.845], [0.646, 4.543, 0.765], [3.159, 2.616, 3.205], [5.357, 1.789, -0.264], [-0.967, 3.710, -1.049], [3.387, 4.561, 2.321], [6.356, 1.468, -0.550], [4.348, 0.713, -0.557], [3.233, 5.592, 0.128], [4.737, -0.467, -1.165], [5.108, 5.133, 3.452], [-4.428, -4.694, -1.427], [2.726, 4.741, 1.105], [-1.647, -2.725, -2.949], [-7.566, -2.020, -1.070], [-0.287, 3.763, -3.071], [-3.486, -2.952, -0.729], [-6.251, 1.389, -2.189], [0.313, 2.109, 0.252], [0.457, 4.969, -2.052], [-2.332, 4.177, -1.445], [4.413, 6.280, 0.348], [4.580, 5.253, 2.515], [-4.287, 3.277, -0.996], [2.652, 2.103, 0.384]], "atomic_forces_ev_per_a": [[0.08, -0.09, -0.04], [-0.04, -0.06, 0.05], [-0.03, 0.00, -0.01], [0.27, -0.09, -0.13], [0.00, 0.00, 0.00], [-0.03, 0.11, 0.06], [0.01, -0.03, 0.02], [0.00, 0.00, 0.02], [-0.03, 0.03, -0.04], [0.06, 0.01, -0.10], [0.06, -0.08, 0.12], [-0.01, -0.07, -0.14], [-0.01, 0.03, -0.01], [-0.05, 0.16, 0.17], [0.08, 0.08, -0.08], [-0.13, -0.03, 0.07], [0.14, -0.06, -0.03], [-0.01, -0.07, 0.14], [0.10, -0.08, -0.02], [0.03, 0.01, 0.00], [0.00, 0.04, -0.03], [-0.02, 0.01, -0.04], [0.15, -0.18, -0.23], [0.02, 0.01, 0.02], [-0.03, -0.02, 0.02], [-0.02, 0.00, -0.02], [0.07, -0.08, 0.06], [-0.02, -0.03, 0.02], [-0.02, -0.01, 0.06], [-0.03, -0.08, 0.02], [-0.62, 0.07, -0.18], [0.08, 0.06, -0.06], [0.16, 0.04, -0.08], [0.03, 0.00, 0.06], [-0.02, -0.03, -0.07], [0.14, -0.29, 0.22], [-0.07, 0.03, 0.00], [0.01, 0.02, 0.00], [0.02, 0.00, 0.01], [-0.03, -0.02, 0.04], [-0.16, 0.21, -0.02], [0.01, 0.00, 0.00], [-0.02, -0.04, -0.01], [0.01, 0.01, 0.00], [0.07, 0.02, 0.02], [0.00, -0.20, 0.04], [0.00, -0.02, 0.00], [0.01, -0.05, -0.07], [-0.02, -0.01, 0.04], [0.00, -0.03, -0.02], [0.04, 0.05, 0.07], [-0.01, 0.01, -0.03], [-0.07, 0.02, -0.21], [-0.01, -0.07, 0.03], [-0.04, -0.12, 0.01], [-0.03, -0.11, 0.03], [-0.14, 0.13, 0.01], [0.00, -0.02, -0.01], [-0.02, -0.01, 0.03], [0.12, 0.03, -0.04], [-0.02, 0.02, 0.00], [0.14, 0.10, -0.17], [-0.01, 0.02, -0.01], [0.01, -0.02, 0.04], [0.03, 0.03, 0.03], [0.00, -0.03, -0.01], [-0.11, 0.28, 0.16], [0.13, 0.08, 0.17], [-0.13, 0.08, 0.02], [0.15, 0.04, -0.07], [-0.01, -0.11, 0.00], [0.00, 0.01, 0.03], [-0.01, -0.04, 0.00], [0.05, 0.10, 0.03], [-0.04, 0.05, 0.04], [0.06, 0.09, -0.02], [0.00, -0.02, -0.01], [-0.22, 0.00, -0.01], [0.01, -0.04, 0.04], [0.03, -0.07, -0.03], [0.01, -0.01, 0.01], [-0.01, 0.07, -0.02], [-0.04, 0.02, -0.07], [-0.03, -0.02, 0.03], [-0.02, 0.02, -0.01], [-0.01, -0.02, -0.02], [0.20, 0.11, 0.04], [0.01, 0.05, -0.01], [0.03, 0.09, -0.02], [0.00, -0.01, 0.02], [-0.02, 0.04, -0.04], [0.01, 0.00, 0.00], [-0.01, 0.01, 0.03], [-0.09, -0.08, -0.01], [-0.11, 0.03, 0.10]], "mulliken_charge": [-1.1761, 0.0420, 0.6339, 0.7627, 0.3829, -1.2217, -0.3077, 0.5905, 0.4238, -0.7677, -0.2981, 0.8862, 0.2485, -0.8761, -0.0209, -0.5221, -0.2079, -0.6164, -0.7981, 0.4213, 1.0011, -0.6589, 0.6443, 0.7718, 0.4389, 0.3423, -1.0408, 0.2396, -1.1946, -1.3383, -0.6276, -1.5986, -0.6324, 0.3145, 0.4305, -0.5173, -0.5648, 0.4730, 0.5336, 0.4829, 0.6536, 0.2213, 0.3897, 0.4253, -1.0587, -0.7465, 0.5203, 0.4580, 0.0431, 0.3753, -0.7603, 0.4415, 0.4558, 0.2468, -0.6036, -0.3011, 0.9645, 0.4835, 0.5319, -0.7416, 0.4492, -1.6205, 0.4082, 0.3456, -0.7495, 0.4272, -0.1874, -0.6531, -0.4442, 1.0654, 0.6856, 0.2177, 0.2298, -1.4488, 1.8598, 1.4486, 0.3982, 0.9056, -0.1492, -0.8113, 0.4507, 0.3496, -0.8076, 0.5292, 0.3095, 0.5489, 0.2402, 0.4856, 1.0542, 0.2265, -0.7914, -0.7823, -0.8565, -0.2820, 0.8718]}

=====

Entry 2:
{"formula": "CH7N3O2", "method": "ωB97M-V/def2-TZVPD", "homo_energy_ev": -8.48, "de_lowest_kcal_mol": 97.0, "multiplicity": 1, "total_energy_ha": -356.87309, "elements": ["O", "N", "N", "H", "H", "H", "O", "H", "H", "N", "C", "H", "H"], "xyz": [[2.349, -1.354, 1.455], [-0.351, 0.277, -1.797], [-1.706, 0.387, 0.476], [-0.043, 1.309, 1.289], [1.272, -0.186, -0.205], [0.326, -0.210, -2.386], [1.265, -1.142, 0.511], [-1.945, -0.253, -0.274], [-0.796, 1.020, -2.335], [0.301, 0.823, -0.697], [-0.468, 0.906, 0.369], [-2.008, 0.088, 1.392], [1.804, -1.664, 2.201]], "atomic_forces_ev_per_a": [[-0.37, 0.38, -0.21], [-0.91, -0.86, -1.07], [-0.30, 0.04, -0.21], [0.09, -0.01, -0.41], [0.63, -1.94, 2.71], [-0.24, 0.43, 0.22], [-0.31, 1.18, -1.64], [0.02, 0.13, -0.10], [0.25, -0.21, 0.01], [-0.21, 1.24, 1.76], [0.85, -0.89, -0.62], [0.08, 0.32, -0.08], [0.41, 0.19, -0.35]], "mulliken_charge": [-0.3422, -0.5520, -0.4147, 0.3210, 0.4681, 0.2496, -0.5070, 0.2847, 0.2001, -0.4798, 0.2008, 0.2651, 0.3061]}

=====

Entry 3:
{"formula": "H24NeO12", "method": "ωB97M-V/def2-TZVPD", "homo_energy_ev": -9.18, "de_lowest_kcal_mol": 21.6, "multiplicity": 1, "total_energy_ha": -1046.22715, "elements": ["H", "O", "O", "O", "H", "O", "O", "H", "H", "Ne", "O", "O", "H", "H", "H", "H", "H", "H", "O", "H", "H", "H", "O", "O", "H", "H", "H", "H", "H", "H", "O", "O", "H", "H", "H", "H", "H"], "xyz": [[-3.163, -1.916, -0.001], [-0.638, -3.004, -1.231], [0.211, 2.286, 1.416], [0.961, -2.863, 1.222], [-1.417, -3.094, -0.682], [0.836, -1.355, -3.099], [3.087, -1.446, 0.107], [2.128, 1.354, -1.488], [0.154, -1.312, -3.769], [0.115, -0.138, -0.014], [-1.820, 2.413, -1.964], [1.321, 0.546, 3.457], [1.339, -3.741, 1.255], [1.706, 1.014, 4.197], [-2.040, -1.733, 0.997], [0.457, -2.849, 0.408], [-2.736, 2.225, 0.891], [0.033, 3.226, 1.398], [-2.367, 1.434, 0.498], [1.591, 0.120, -2.181], [2.280, -1.774, 0.503], [-0.681, -3.747, -1.833], [2.373, 0.467, -1.752], [1.815, 3.102, -0.644], [-0.529, 1.892, 0.954], [2.797, -0.756, -0.490], [1.184, 2.897, 0.046], [0.438, -1.848, -2.382], [-0.488, -0.180, 2.828], [-1.608, 0.292, 1.925], [-1.372, -0.405, 2.537], [-2.656, -2.384, 0.663], [-2.274, 1.649, -0.431], [1.361, 3.730, -1.206], [-2.236, 1.842, -2.609], [0.935, 1.233, 2.913], [-1.096, 2.823, -2.438]], "atomic_forces_ev_per_a": [[-0.31, 0.19, -0.06], [0.49, 0.04, -0.53], [0.54, 0.34, 0.20], [-0.12, 0.16, 0.49], [-0.77, 0.23, 0.76], [0.12, 0.29, -0.37], [0.50, -0.31, 0.12], [0.18, 0.59, 0.38], [-0.11, 0.00, -0.21], [-0.02, -0.08, -0.05], [-0.17, 0.03, -0.03], [-0.10, -0.34, 0.12], [0.18, -0.20, 0.05], [0.09, -0.03, 0.24], [0.43, 0.45, 0.80], [-0.24, -0.15, -0.46], [-0.34, 0.16, 0.19], [-0.21, 0.37, 0.46], [0.09, -0.28, 0.67], [-0.16, -0.52, -0.48], [-0.17, -0.27, 0.46], [0.18, -0.31, -0.17], [0.19, 0.20, -0.08], [0.29, 0.27, -0.66], [-0.73, -0.44, -0.25], [0.11, 0.54, -0.46], [-0.05, -0.58, 0.53], [-0.25, -0.32, 0.53], [0.59, -0.24, 0.40], [-0.27, 0.23, -0.16], [-0.45, -0.28, -0.21], [-0.09, -0.64, -0.61], [0.24, 0.22, -0.63], [0.11, 0.27, -0.25], [-0.17, -0.16, -0.29], [0.07, 0.46, -0.42], [0.30, 0.10, -0.03]], "mulliken_charge": [0.3231, -0.6839, -0.8096, -0.6382, 0.3401, -0.6642, -0.6813, 0.4046, 0.2915, 0.0738, -0.6558, -0.6212, 0.2777, 0.3031, 0.3781, 0.3795, 0.2691, 0.2800, -0.6306, 0.2879, 0.3619, 0.2800, -0.6629, -0.6944, 0.4590, 0.4027, 0.4150, 0.3792, 0.3769, 0.2712, -0.6751, -0.6999, 0.3231, 0.2916, 0.3071, 0.3419, 0.2995]}

=====

Entry 4:
{"formula": "C10H20O", "method": "ωB97M-V/def2-TZVPD", "homo_energy_ev": -9.17, "de_lowest_kcal_mol": 132.0, "multiplicity": 1, "total_energy_ha": -468.03918, "elements": ["C", "H", "C", "C", "H", "H", "H", "H", "C", "H", "H", "H", "O", "H", "H", "H", "C", "H", "H", "C", "C", "H", "H", "C", "C", "H", "H", "H", "C", "H", "H"], "xyz": [[-2.208, -0.010, 0.256], [3.788, -1.315, 1.242], [0.139, 1.187, 0.597], [1.116, 0.076, 1.109], [-0.169, -1.707, -0.675], [1.445, 0.284, 2.257], [1.871, -0.717, -2.052], [-2.780, 1.048, 0.254], [-3.099, -0.509, -0.795], [-3.007, -1.537, -1.350], [-1.290, 1.216, -1.204], [-4.171, -0.611, -0.603], [0.910, 2.250, 0.017], [-3.030, 0.291, -1.713], [-1.974, 0.070, 2.386], [0.448, 2.704, -0.780], [-0.901, 0.450, -0.471], [-1.294, -1.743, 1.536], [-3.277, -1.343, 1.582], [1.204, -0.175, -1.302], [-2.139, -0.718, 1.483], [3.606, -1.677, -0.649], [-0.471, 1.619, 1.507], [2.239, -0.146, -0.055], [3.002, -1.387, 0.267], [1.214, 0.852, -1.770], [0.634, -0.924, 1.421], [2.485, -2.298, 0.831], [-0.011, -0.751, -1.075], [-0.393, -0.884, -2.144], [3.036, 0.566, -0.304]], "atomic_forces_ev_per_a": [[-0.15, 4.53, -3.52], [-1.58, 0.81, -2.84], [-2.21, -0.59, 0.59], [1.54, 0.78, 2.53], [0.30, -1.11, 1.24], [0.07, 0.32, -2.76], [-1.03, 0.10, 0.40], [1.29, -1.78, 1.60], [-1.67, -1.39, -5.59], [0.97, 1.46, 1.19], [1.06, -0.91, 0.28], [0.04, 0.64, 0.80], [-1.13, 0.94, -1.39], [-0.36, -1.99, 1.98], [-0.28, -2.48, -1.80], [0.82, -1.46, 2.30], [1.32, -0.28, 2.30], [-2.49, 3.43, -0.22], [3.35, 1.99, 0.33], [9.82, 0.90, -1.72], [-0.99, -4.13, 4.61], [-0.60, -0.25, 1.27], [0.96, -0.73, -1.75], [-3.14, 0.06, 1.40], [2.16, -2.94, 2.77], [-0.49, -1.11, 0.78], [0.32, 1.43, -1.53], [0.18, 1.59, -2.16], [-7.07, 1.61, -2.97], [-0.22, -0.10, 1.18], [-0.80, 0.67, 0.68]], "mulliken_charge": [0.7053, 0.2974, -0.4434, -0.6761, 0.5128, 0.3154, 0.4609, 0.1738, -1.6290, 0.2571, 0.4378, 0.4565, -0.5530, 0.2692, 0.2099, 0.4056, 0.0212, 0.1801, 0.3421, -0.6698, -0.9770, 0.3596, 0.3194, 0.5124, -1.3928, 0.2449, 0.0581, 0.2273, -0.9855, 0.2659, 0.2940]}